(1)
Density functional theory data (ωB97M-V with the def2-TZVPD basis set) for a structure of composition C41H35N6OPSSc.

Geometry as XYZ:
```
86
Properties=species:S:1:pos:R:3:forces:R:3:mulliken_charge:R:1
Sc 1.35166 -0.17406 -1.20365 -0.3249 0.2853 0.2658 -0.23
O 2.48025 -1.37798 -0.24971 0.1516 -0.2943 0.1334 -0.70
C 1.56214 -2.36107 0.18787 -0.0393 0.0201 -0.2211 1.96
C 1.77102 -2.54671 1.67160 0.0324 -0.0046 0.0037 -1.08
C 2.66526 -3.47468 2.19510 -0.0098 -0.0093 0.0078 -0.13
C 2.87356 -3.55157 3.56255 -0.0014 0.0028 -0.0080 -0.85
C 2.20725 -2.68722 4.42238 0.0001 -0.0061 -0.0008 -0.96
C 1.37191 -1.71499 3.90187 0.0015 0.0167 -0.0028 0.11
C 1.15610 -1.62941 2.52695 -0.0023 0.0060 0.0342 -0.37
P 0.31092 -0.17752 1.79662 0.0648 0.0435 -0.0300 1.93
C -1.38050 -0.21935 2.46592 -0.0116 -0.0232 -0.0164 0.55
C -2.22862 0.86645 2.23414 0.0326 0.0077 -0.0085 -0.35
C -3.53872 0.84659 2.68008 -0.0181 -0.0096 -0.0266 -0.83
C -4.03458 -0.27431 3.33324 -0.0049 0.0007 -0.0025 -0.75
C -3.21145 -1.36945 3.53944 0.0017 -0.0011 0.0080 -0.81
C -1.89009 -1.34276 3.11228 0.0079 0.0102 0.0213 -0.96
C 1.18427 1.15387 2.70124 -0.0332 -0.0002 0.0217 0.56
C 2.56359 1.23479 2.48525 -0.0318 0.0041 -0.0005 -0.70
C 3.31517 2.22117 3.10114 0.0066 -0.0073 0.0020 -0.67
C 2.69783 3.15031 3.93198 0.0108 -0.0020 0.0028 -0.68
C 1.33272 3.07262 4.15394 -0.0129 -0.0116 0.0060 -0.64
C 0.57732 2.07564 3.54557 0.0308 0.0064 0.0018 -0.53
H 3.21347 -4.12928 1.53118 0.0018 -0.0033 -0.0006 0.72
H 3.56598 -4.28259 3.95896 0.0001 0.0002 0.0020 0.44
H 2.36552 -2.75115 5.49068 0.0009 0.0005 0.0007 0.44
H 0.90055 -0.99763 4.56402 0.0046 -0.0001 0.0007 0.50
H -1.85961 1.74363 1.71411 0.0097 -0.0077 0.0052 0.46
H -4.17556 1.70358 2.50951 -0.0279 0.0191 -0.0157 0.49
H -5.06042 -0.29305 3.67760 0.0049 0.0023 0.0001 0.42
H -3.59210 -2.24785 4.04396 -0.0010 -0.0021 -0.0062 0.45
H -1.25539 -2.20107 3.29008 -0.0042 0.0023 -0.0054 0.38
H 3.05103 0.49712 1.85301 0.0005 -0.0041 0.0017 0.52
H 4.38646 2.25781 2.94637 0.0006 0.0025 0.0036 0.47
H 3.28501 3.91752 4.41964 0.0004 0.0019 -0.0046 0.42
H 0.85012 3.77891 4.81722 0.0003 0.0014 -0.0029 0.47
H -0.48257 2.01170 3.75133 -0.0278 0.0063 -0.0068 0.49
C 1.09394 -5.93569 -1.12996 0.0031 0.0201 0.0150 -0.85
C 1.32897 -4.87994 -0.25824 -0.0265 -0.0314 -0.0032 -1.07
C 1.44127 -3.57656 -0.72408 0.0301 0.0416 0.0000 0.09
C 1.27031 -3.36411 -2.09944 -0.0067 -0.0408 0.0361 0.13
C 1.03630 -4.41373 -2.97512 -0.0029 -0.0067 -0.0336 -0.50
C 0.95281 -5.70650 -2.48910 0.0014 0.0079 -0.0009 -0.71
N 1.33891 -2.01343 -2.56498 0.4433 0.0794 -0.2372 1.42
N 1.64804 -1.86467 -3.75963 -0.0706 -0.0594 0.0927 -1.01
C 1.90129 -0.51783 -4.15017 -0.0610 -0.1658 0.0128 0.57
C 1.95686 -0.30757 -5.52481 0.0870 0.0688 -0.0067 -0.57
C 2.28693 0.95363 -5.99623 -0.0022 -0.0133 0.0229 -0.51
C 2.58367 1.96224 -5.08627 0.0181 -0.0117 -0.0065 -0.75
C 2.50871 1.72103 -3.71518 -0.0474 0.0384 -0.0145 0.12
C 2.15085 0.47700 -3.18765 0.0482 0.0444 -0.0428 -0.04
H 1.01103 -6.94063 -0.73800 0.0013 0.0006 0.0027 0.44
H 1.40069 -5.08233 0.79932 -0.0018 -0.0046 0.0076 0.51
H 0.52072 -1.95134 0.11620 -0.0353 0.0803 -0.0692 0.18
H 0.90946 -4.20010 -4.02682 0.0021 -0.0032 0.0006 0.50
H 0.76382 -6.52808 -3.16638 0.0003 0.0018 -0.0026 0.40
H 1.75545 -1.12977 -6.19921 0.0071 -0.0033 0.0010 0.49
H 2.33832 1.14335 -7.05989 -0.0008 -0.0008 -0.0015 0.41
H 2.87645 2.94069 -5.44751 -0.0019 0.0013 -0.0009 0.43
H 2.71147 2.55384 -3.04743 0.0112 -0.0056 -0.0028 0.28
N 2.14587 2.90029 -0.23866 0.0147 0.0404 -0.0191 -0.08
C 1.70397 4.06088 0.26794 -0.0042 -0.0308 0.0063 -0.51
C 0.32886 3.99356 0.27950 -0.0190 0.0007 -0.0008 -1.26
C 0.03010 2.72847 -0.23561 0.0347 0.0142 0.0076 -0.33
N 1.13973 2.06518 -0.54637 0.1924 -0.0528 -0.0455 0.77
H 3.10189 2.59782 -0.32422 0.0025 -0.0001 -0.0345 0.15
H 2.38715 4.83098 0.58253 -0.0006 -0.0008 0.0063 0.49
H -0.35693 4.74618 0.62536 0.0019 0.0004 -0.0081 0.51
H -0.92790 2.25270 -0.37170 -0.0300 -0.0033 -0.0271 0.50
N -0.72335 1.86514 -3.73620 -0.0020 -0.0307 -0.1294 -0.33
C -1.54765 1.28257 -2.86893 -0.0557 0.0501 -0.1620 0.46
S -1.11313 -0.17831 -2.10558 -0.4992 -0.0948 0.2831 -0.17
N -2.73125 1.88609 -2.68401 0.0761 -0.0300 0.0569 -0.20
C -3.79780 1.55192 -1.79257 -0.0579 0.0240 0.0357 0.39
C -4.31328 0.26788 -1.69472 0.0053 0.0283 -0.0266 -0.24
C -5.40242 0.03937 -0.86726 0.0044 -0.0198 -0.0100 -0.78
C -5.99258 1.08140 -0.16804 0.0224 0.0098 0.0422 -0.53
C -5.48183 2.36588 -0.28421 0.0028 -0.0110 0.0121 -0.70
C -4.37811 2.60070 -1.08869 0.0148 -0.0031 -0.0087 -0.30
H 0.15831 1.41818 -3.95058 0.0226 0.0253 0.0442 -0.01
H -1.02589 2.61893 -4.33268 0.0376 0.0473 0.0656 0.21
H -2.85368 2.77084 -3.15569 -0.0201 -0.0240 -0.0277 0.27
H -3.88622 -0.53918 -2.26925 0.0351 -0.0150 -0.0073 0.56
H -5.80470 -0.96174 -0.79004 -0.0013 0.0002 0.0044 0.43
H -6.85401 0.89419 0.45901 0.0021 0.0012 -0.0029 0.45
H -5.94293 3.18877 0.24594 0.0041 -0.0057 0.0038 0.42
H -3.97807 3.60387 -1.18819 0.0069 -0.0112 0.0093 0.37
```
Forces are in eV/Å.

Calculated values
ΔE to the lowest compared entry with this formula, charge and spin (kcal per mole): 0.00
Largest force on an atom (eV/Å): 0.6
Kohn-Sham gap (eV): 7.64
Net charge: +1

***

(2)
Density functional theory data (ωB97M-V with the def2-TZVPD basis set) for a cluster of 3 separate species, C38H62O6 in total at a distorted geometry.

Geometry as XYZ:
```
106
Properties=species:S:1:pos:R:3:forces:R:3:mulliken_charge:R:1
C -4.46919 -3.69426 -8.44154 -0.2554 0.5152 0.2224 -1.06
C -4.45115 -2.21693 -7.79556 -0.5401 -1.4234 -0.2794 -0.15
O -3.14671 -1.60853 -7.98797 -1.4983 0.6684 0.8266 -0.35
C -3.14633 -0.24921 -7.44182 0.4853 -0.1410 0.2297 -0.48
C -2.48974 -0.30999 -5.95299 -0.2432 -0.2154 -1.7721 0.05
O -2.59888 0.97162 -5.28826 0.1510 -1.8156 0.7691 -0.35
C -2.68877 0.79891 -3.83118 -0.1781 1.0294 0.0405 -0.70
C -1.80975 1.96758 -3.15202 1.2756 0.3226 0.0391 -0.07
C -0.42199 2.17563 -3.43803 -2.7515 -0.0632 1.0320 0.86
C 0.38951 1.21664 -4.43671 -0.2569 0.1536 0.4792 -0.02
C 1.85376 0.82952 -3.91135 0.5128 -0.8276 -0.9137 -0.82
C 1.93071 -0.65073 -3.25366 0.7221 0.7743 0.8897 -0.88
C 1.13321 -0.77352 -1.87835 -2.1350 -0.5986 3.3459 0.59
C 0.52454 -2.13262 -1.36775 -0.2803 3.5139 1.8636 -0.97
C -0.21925 -2.18241 -0.00541 1.1849 2.6973 -0.7294 -0.68
C -0.37615 -0.93894 0.92922 2.0347 0.7657 -3.7910 -0.89
C 0.21635 0.39789 0.43065 0.3894 -2.9871 -2.1660 0.31
C 0.93939 0.44370 -0.93382 -0.7811 -2.3727 0.6307 0.04
C 0.24761 3.42774 -2.68830 2.1014 1.6879 -0.2998 0.19
O 1.37782 3.89192 -3.02423 -3.7268 -2.0113 0.8811 -0.62
C -0.47969 4.21767 -1.48939 -2.5131 -1.2405 -0.0952 -0.30
C -1.84144 3.98124 -1.19335 2.0449 -0.5168 -0.8372 0.51
C -2.65918 4.70844 -0.03784 0.0204 0.1256 -0.2513 -0.64
C -1.79144 5.12763 1.24037 0.2043 0.1574 0.2563 -0.99
C -1.18032 3.90151 2.07409 -0.4143 0.1570 0.6284 0.32
C -2.12519 2.61798 2.17965 1.5629 -0.3734 0.0832 -0.47
O -3.46507 2.89983 2.68758 -0.0502 -2.3320 -0.4482 -0.41
C -4.08486 1.59546 2.76295 -0.6604 -2.3360 2.4809 0.69
C -4.82929 1.02830 1.45978 -0.3253 0.8772 -0.1402 -0.72
O -4.06607 0.91161 3.81836 0.1702 3.1196 -4.0542 -0.55
C -2.61161 2.90011 -2.11180 -1.5975 0.3952 0.9718 0.11
O -3.85714 2.81518 -1.93005 4.0458 -0.1921 -0.9677 -0.65
H -5.48106 -4.19297 -8.19493 1.6220 0.7915 -0.2932 0.32
H -3.61695 -4.34470 -8.03331 -1.2617 1.0275 -0.6396 0.28
H -4.40740 -3.61097 -9.57671 0.1136 -0.1720 1.5244 0.27
H -5.27283 -1.61212 -8.31582 1.1552 -0.5773 0.6849 0.28
H -4.74285 -2.31756 -6.68515 0.6123 0.3323 -1.4505 0.23
H -2.48791 0.36513 -8.16091 -1.1536 -0.7416 1.2684 0.23
H -4.23013 0.12544 -7.42097 1.6669 -0.1828 0.0794 0.33
H -1.38288 -0.57532 -6.13190 -1.5815 0.1749 0.5216 0.08
H -3.03604 -1.15951 -5.41449 0.8236 1.2161 -0.4847 0.15
H -3.81025 0.90744 -3.58275 1.8989 -0.0156 0.0584 0.30
H -2.34279 -0.24302 -3.50043 -0.2105 1.5336 -0.4323 0.32
H 0.41824 1.67486 -5.49686 0.0446 -0.4628 1.8323 0.50
H -0.18363 0.22139 -4.56418 0.6908 1.7426 0.3910 -0.29
H 2.53027 0.77145 -4.84890 -0.9903 0.1489 1.5283 0.32
H 2.34105 1.59674 -3.22572 -0.9028 -0.9684 -0.9402 0.39
H 1.68509 -1.46760 -4.01850 -0.0277 1.1778 1.2316 0.31
H 3.04946 -0.79920 -2.99172 -1.7146 0.1128 -0.3965 0.40
H 0.64993 -3.05270 -2.02705 -0.3207 1.3122 1.1767 0.36
H -0.65122 -3.16883 0.36090 0.6858 1.4453 -0.6420 0.38
H -0.88859 -0.95493 1.94251 0.6917 -0.2873 -1.5877 0.43
H 0.15434 1.37780 1.03283 0.0535 -1.8772 -1.0140 0.22
H 1.39028 1.43818 -1.25880 -0.7141 -1.4952 0.5571 0.27
H 0.10529 5.00133 -0.88876 -0.6503 -1.4288 -1.2846 0.23
H -3.11848 5.65783 -0.51445 0.6302 -1.5125 0.8289 0.48
H -3.53169 4.05445 0.34292 1.4334 0.9573 -0.9255 0.06
H -2.46729 5.72068 1.96056 0.8707 -0.9462 -1.2358 0.39
H -0.92663 5.84550 0.97923 -1.3511 -1.0999 0.2443 0.37
H -0.15499 3.55678 1.68249 -1.6127 0.4182 0.3343 -0.46
H -0.97688 4.28693 3.14646 -0.3519 -0.6546 -1.6719 0.43
H -1.62861 1.89014 2.92387 -0.6174 1.0140 -1.1019 0.52
H -2.19795 2.06967 1.17855 0.0624 0.8329 1.0921 0.17
H -5.85398 0.58266 1.73588 1.7504 0.7075 -0.0919 0.34
H -4.24408 0.21582 0.91504 -0.5016 1.1287 0.9789 0.19
H -5.01728 1.88274 0.72823 0.3512 -1.1364 0.8958 0.23
C 3.34500 2.90121 1.91130 0.1447 -0.1387 -0.0867 -1.18
C 2.81503 1.79472 2.81317 -0.1803 0.0646 -0.0125 0.07
C 2.05804 2.32263 4.03332 0.0088 -0.1495 0.0728 0.18
C 2.89029 3.17009 5.00012 0.0263 0.1070 -0.0607 -0.92
C 4.12993 2.47860 5.57032 -0.0911 0.0855 0.0842 -0.43
C 3.79964 1.24962 6.40634 0.1696 -0.1017 -0.0163 -1.13
H 4.06852 3.53476 2.42993 -0.0653 0.0156 -0.0512 0.39
H 3.84821 2.46960 1.04180 -0.0370 0.1046 0.0150 0.38
H 2.52848 3.53285 1.54913 0.0436 0.0430 0.0213 0.13
H 3.63924 1.14617 3.12324 -0.0305 0.0034 0.0350 0.42
H 2.13466 1.16574 2.22869 0.1195 -0.0239 0.0950 -0.25
H 1.62532 1.47291 4.57266 0.0096 0.0557 -0.0060 0.40
H 1.20748 2.92432 3.69102 0.0336 -0.0180 0.0017 -0.35
H 2.24433 3.48167 5.82982 0.0568 -0.0280 -0.0350 0.41
H 3.20139 4.09375 4.50106 -0.0339 -0.0312 0.0028 0.35
H 4.66643 3.19506 6.20168 -0.0119 -0.0205 -0.0893 0.39
H 4.82024 2.20323 4.76695 -0.0457 0.0336 -0.0059 0.23
H 3.14750 1.51196 7.24319 -0.0138 -0.0411 -0.0454 0.29
H 4.71559 0.81526 6.81583 -0.1090 -0.0232 0.0157 0.38
H 3.30541 0.47697 5.81224 0.0014 0.0321 0.0624 0.24
C 2.55835 -3.85147 1.25556 0.1481 -0.0569 -0.0597 -0.89
C 1.80976 -5.09416 1.71716 -0.1029 0.1178 0.0276 -0.49
C 1.19552 -4.94443 3.11013 -0.0481 -0.1551 0.0153 -0.57
C 2.20000 -4.71966 4.24412 0.0606 0.1124 -0.0292 -0.69
C 3.26608 -5.80637 4.39479 -0.0726 0.0658 0.1188 -0.40
C 2.68576 -7.17306 4.73211 0.1488 -0.1195 -0.0681 -1.19
H 3.40629 -3.62438 1.90661 -0.0363 -0.0072 -0.0277 0.37
H 2.94875 -4.00115 0.24509 -0.0092 0.1104 0.0471 0.34
H 1.89522 -2.98393 1.23558 0.1324 -0.0276 0.0306 0.02
H 2.47700 -5.96019 1.68252 -0.0424 -0.0219 0.0393 0.37
H 1.00392 -5.30048 1.00323 0.0433 -0.0489 0.0494 0.32
H 0.59415 -5.83426 3.32633 0.0269 0.0525 0.0218 0.34
H 0.49239 -4.10341 3.09991 0.0356 -0.0154 -0.0225 0.27
H 1.64416 -4.63470 5.18569 0.0480 -0.0228 -0.0493 0.38
H 2.69882 -3.75511 4.10398 -0.0437 -0.0237 -0.0087 0.28
H 3.95038 -5.51117 5.19752 -0.0158 0.0167 -0.0882 0.37
H 3.87331 -5.87762 3.48707 -0.0377 0.0427 0.0120 0.25
H 2.11329 -7.13401 5.66228 -0.0222 -0.0164 -0.0551 0.29
H 3.48996 -7.90241 4.86141 -0.1114 -0.0073 0.0173 0.38
H 2.03095 -7.54165 3.93869 0.0098 0.0060 0.0713 0.28
```
Forces are in eV/Å.

Calculated values
Largest force on an atom (eV/Å): 5.1
Kohn-Sham gap (eV): 7.49
Net charge: 0
SMILES: CCOCCOCC1=C(CCCc2ccccc2)C(=O)C=C(CCCCOC(C)=O)C1=O.CCCCCC.CCCCCC

***

- The highest largest force on an atom belongs to which entry?
  C38H62O6